Molecular formula: C17H33BBaN6Si2
Method: DFT, ωB97M-V/def2-TZVPD

Results
HOMO level, eV: -6.35
HOMO-LUMO gap, eV: 6.04
Max |F|, Eh/bohr: 0.0594
LUMO level, eV: -0.3

Positions of all 60 atoms, in Å:
H -0.6387 -1.9362 -2.8184
N 0.1247 0.0589 -2.8395
B 0.8476 2.4005 -3.5724
N 0.1942 1.0137 -3.8453
C -0.2830 0.5081 -4.9999
Ba 1.1727 0.2422 -0.2551
H -0.2795 1.1107 -5.8964
C -0.7011 -0.7986 -4.7558
H -1.1322 -1.4818 -5.4644
C -0.4373 -1.0313 -3.3945
H 0.8072 3.0741 -4.5647
C 2.3615 0.0132 2.2609
H 2.2468 -0.4445 3.2492
H 1.6553 0.8659 2.2103
H 3.3868 0.3854 2.1146
N 2.3088 2.1427 -3.1346
N 0.1197 3.1294 -2.4057
N 2.5694 1.3954 -1.9869
N 0.0078 2.5247 -1.1590
C 3.4587 2.5198 -3.7175
C -0.4092 4.3655 -2.3665
H 3.4241 3.1128 -4.6192
H -0.3791 4.9917 -3.2511
C 4.5233 2.0182 -2.9591
C -0.9088 4.5866 -1.0859
C 3.9252 1.3171 -1.8897
C -0.6409 3.4052 -0.3666
H 5.5671 2.1440 -3.1572
H -1.3957 5.4727 -0.7249
H 4.4046 0.7689 -1.0794
H -0.8975 3.1690 0.6645
H 2.1410 -0.8096 1.5133
C -0.6171 -1.0833 4.4484
Si -1.5727 -0.3428 2.9888
C -3.4049 -0.5633 3.3907
C -1.2145 1.5126 2.9693
C -1.1253 -1.1203 1.3748
Si -0.9423 -2.9523 1.2262
C -2.4181 -3.8968 1.9431
C -0.8026 -3.4272 -0.5949
C 0.5838 -3.6279 2.1219
H -1.0155 -0.6521 5.3803
H 0.4566 -0.8548 4.4146
H -0.7266 -2.1739 4.5243
H -3.6505 -0.0684 4.3407
H -4.0336 -0.1145 2.6098
H -3.6925 -1.6190 3.4794
H -0.1427 1.7509 2.9231
H -1.7135 2.0033 2.1218
H -1.6088 1.9643 3.8927
H -1.6796 -0.6701 0.5152
H -3.3651 -3.5489 1.5079
H -2.3196 -4.9676 1.7126
H -2.4982 -3.7999 3.0346
H 0.1666 -3.1505 -1.0358
H -0.9176 -4.5153 -0.7088
H -1.5922 -2.9437 -1.1863
H 1.5212 -3.2541 1.6854
H 0.5922 -3.3943 3.1949
H 0.5896 -4.7247 2.0222

Atoms 1-2, force components in eV/Å:
0.2 0.5 -0.2
-0.4 0.0 -1.1

---

Molecular formula: C66H95N7O26
Method: DFT, ωB97M-V/def2-TZVPD

Results
HOMO level, eV: -9.17
HOMO-LUMO gap, eV: 8.22
Max |F|, Eh/bohr: 0.0385
LUMO level, eV: -0.9

Positions of all 194 atoms, in Å:
C -7.0602 2.7949 0.4130
C -6.9534 1.5425 -0.2004
C -6.0157 0.6366 0.2606
C -5.0963 1.0279 1.2342
C -5.1535 2.2927 1.7750
C -6.1061 3.2093 1.3193
N -4.1832 0.0584 1.8243
O -4.1309 -1.0356 1.2998
O -3.5114 0.3870 2.7722
H -7.7778 3.5105 0.0297
H -7.6773 1.1932 -0.9234
H -5.8708 -0.3272 -0.2089
H -4.4467 2.6428 2.5190
H -6.0579 4.1956 1.7580
C 0.6532 -1.3078 -4.9649
C -0.3198 -0.3597 -5.2612
C -1.2414 -0.6363 -6.2700
C -1.1738 -1.8446 -6.9846
C -0.2710 -2.7970 -6.5924
C 0.6914 -2.5182 -5.6232
N -2.1498 -2.1265 -8.0386
O -1.9269 -3.1150 -8.7132
O -3.0704 -1.3668 -8.2195
H 1.3785 -1.1152 -4.1857
H -0.4272 0.5754 -4.7312
H -1.9334 0.1496 -6.5425
H -0.1656 -3.7177 -7.1516
H 1.5071 -3.2076 -5.4572
C -5.9460 0.1879 -6.2017
C -5.9041 1.1258 -5.1749
C -5.0452 0.9322 -4.1028
C -4.2955 -0.2348 -4.0162
C -4.3491 -1.1817 -5.0329
C -5.1299 -0.9331 -6.1398
N -3.4290 -0.4765 -2.8662
O -2.8789 -1.5497 -2.7814
O -3.3533 0.4032 -2.0352
H -6.6121 0.3185 -7.0434
H -6.5972 1.9520 -5.2536
H -4.9536 1.6813 -3.3277
H -3.7255 -2.0643 -5.0029
H -5.2341 -1.7180 -6.8780
C -1.1657 -3.8712 -1.0547
C -0.3115 -3.5446 -2.1118
C 1.0483 -3.5839 -1.8839
C 1.5795 -3.8671 -0.6294
C 0.7153 -4.2266 0.4005
C -0.6549 -4.2888 0.1675
N 3.0141 -3.8083 -0.3457
O 3.3723 -3.7666 0.8126
O 3.7705 -3.7321 -1.2961
H -2.2375 -3.8966 -1.2030
H -0.7766 -3.2587 -3.0441
H 1.7719 -3.3500 -2.6572
H 1.1354 -4.5751 1.3323
H -1.3244 -4.5603 0.9704
C 1.7641 1.9526 2.4629
C 1.8258 0.8539 3.3392
C 3.0321 0.5118 3.9404
C 4.1901 1.2092 3.6101
C 4.1445 2.2033 2.6584
C 2.9267 2.5730 2.0811
N 5.4275 0.8225 4.2933
O 5.4919 -0.1571 4.9932
O 6.3428 1.6156 4.1551
H 0.7881 2.1905 2.0626
H 0.9674 0.4230 3.8356
H 3.0094 -0.2354 4.7209
H 5.0277 2.7908 2.4443
H 2.8570 3.4091 1.3988
C 8.5698 -1.1725 -5.9095
C 7.7959 -1.8023 -4.9411
C 6.4601 -1.4567 -4.8265
C 5.8975 -0.6057 -5.7669
C 6.6260 -0.0587 -6.8207
C 7.9781 -0.3818 -6.8895
N 4.4979 -0.2120 -5.5680
O 3.8557 -0.7917 -4.7155
O 4.0389 0.6234 -6.3237
H 9.5629 -1.5308 -6.1566
H 8.2813 -2.5216 -4.2972
H 5.9316 -1.8507 -3.9705
H 6.2157 0.5572 -7.6053
H 8.5814 -0.0336 -7.7162
C -2.0949 3.4323 -1.3475
C -2.1829 2.8336 -0.0874
C -1.4222 3.3477 0.9452
C -0.5591 4.4178 0.7340
C -0.5077 5.0299 -0.5185
C -1.2647 4.5139 -1.5565
N 0.2429 4.9961 1.8212
O -0.0688 4.8211 2.9774
O 1.2232 5.6307 1.4644
H -2.8232 3.0658 -2.0617
H -2.9072 2.0599 0.1164
H -1.5692 3.0004 1.9628
H 0.0767 5.9175 -0.7139
H -1.2810 4.9526 -2.5458
C -0.7388 -4.4150 4.3643
O -0.2680 -5.1803 3.2664
C 0.3281 -6.3777 3.7089
C 0.6876 -7.2748 2.5155
O -0.3235 -7.2942 1.5237
C -1.6010 -7.6387 2.0333
H -1.6053 -4.8905 4.8380
H -1.1207 -3.4944 3.9272
H 0.0118 -4.2460 5.1378
H -0.3007 -6.9012 4.4405
H 1.2675 -6.0985 4.2112
H 0.8235 -8.2879 2.9054
H 1.5603 -6.8595 2.0186
H -2.2532 -7.8711 1.1952
H -2.0717 -6.7978 2.5516
H -1.4849 -8.4767 2.7244
C 9.1819 1.8665 2.1783
O 9.6906 0.6584 1.6504
C 9.0173 -0.4789 2.1513
C 7.5336 -0.5957 1.7885
O 7.3512 -0.4305 0.4000
C 5.9738 -0.4723 0.0603
H 9.7389 2.7257 1.8017
H 9.3301 1.9606 3.2603
H 8.1375 1.9530 1.8768
H 9.2070 -0.5174 3.2272
H 9.5273 -1.3147 1.6692
H 7.0328 0.1053 2.4669
H 7.0415 -1.5372 2.0601
H 5.9469 -0.3549 -1.0237
H 5.4146 0.3416 0.5281
H 5.5617 -1.4603 0.2903
C 2.4375 3.4226 -1.6453
O 3.3671 3.7028 -2.6815
C 3.2642 2.8771 -3.8216
C 2.0628 3.1763 -4.7165
O 1.7855 4.5583 -4.8012
C 0.9337 4.8211 -5.9017
H 2.6668 2.3899 -1.3460
H 1.4222 3.4625 -2.0393
H 2.6448 4.0088 -0.7547
H 3.2811 1.8229 -3.5177
H 4.2089 3.0515 -4.3389
H 1.1687 2.6781 -4.3222
H 2.3299 2.7549 -5.6913
H 0.0665 4.1520 -5.8522
H 1.4442 4.7058 -6.8586
H 0.5507 5.8309 -5.7682
C -4.1644 -2.9251 4.1704
O -4.5029 -2.6423 5.5018
C -4.5672 -1.2616 5.7804
C -6.0182 -0.7472 5.6615
O -6.2684 -0.6295 4.2663
C -7.5842 -0.1707 4.0318
H -3.1687 -2.5352 3.9213
H -4.8834 -2.4745 3.4823
H -4.1282 -3.9934 3.9565
H -3.9073 -0.7099 5.1052
H -4.2165 -1.0643 6.7963
H -6.0373 0.2420 6.1343
H -6.7117 -1.4661 6.1000
H -8.3485 -0.8803 4.3613
H -7.7629 0.0152 2.9711
H -7.6911 0.8057 4.5199
C -2.1828 2.1050 4.9646
O -3.3353 2.9053 4.7556
C -4.0315 3.1310 5.9625
C -3.2227 3.6391 7.1500
O -2.4602 4.8017 6.9072
C -3.2610 5.9680 6.8517
H -1.8119 1.8170 3.9805
H -2.4227 1.1407 5.4282
H -1.4065 2.6291 5.5202
H -4.4803 2.2083 6.3626
H -4.8544 3.7968 5.7029
H -2.5281 2.8829 7.5201
H -3.9153 3.7031 7.9994
H -4.0903 5.9952 7.5600
H -3.6779 6.1155 5.8478
H -2.5640 6.7949 6.9826
C -0.7662 -1.1095 1.9695
O -0.3358 -0.0945 1.0909
C -0.3713 -0.4213 -0.2672
C 0.3156 0.6636 -1.0946
O 1.2326 0.1303 -2.0227
C 2.3854 -0.4707 -1.4476
H -0.9671 -0.6178 2.9173
H 0.0651 -1.8248 2.0609
H -1.5999 -1.6992 1.5769
H -1.4126 -0.5298 -0.5988
H 0.0705 -1.3968 -0.5061
H 0.8180 1.3834 -0.4364
H -0.4150 1.2287 -1.6731
H 3.0320 0.1901 -0.8656
H 2.9370 -0.9139 -2.2734
H 2.0421 -1.2730 -0.7936

Atoms 1-2, force components in eV/Å:
0.3 0.4 -1.1
-0.3 -0.3 0.9